C4H17NO6 | wB97M-V/def2-TZVPD

Results
Max |F| in eV/A: 1.9
Energy in eV: -18198.5091
M in g/mol: 175.18
E_LUMO in eV: 0.219
SMILES: O=CCCNCO.O.O.O.O
Energy relative to the best compared isomer or geometry (same formula, charge and spin) in eV: 0.9692

```
28
Properties=species:S:1:pos:R:3:lowdin_charge:R:1
O -0.591 2.696 -0.995 0.045
C -1.353 1.786 -0.761 -0.266
C -1.499 0.633 -1.701 -0.148
C -0.266 -0.297 -1.623 -0.184
N -0.497 -1.392 -0.652 -0.052
C 0.614 -1.628 0.256 -0.274
O 1.800 -1.995 -0.425 -0.072
H -1.953 1.779 0.193 0.128
H -1.593 1.062 -2.736 0.134
H -2.403 0.060 -1.542 0.098
H 0.638 0.324 -1.357 0.111
H -0.079 -0.693 -2.630 0.122
H -0.817 -2.214 -1.138 0.110
H 0.328 -2.437 0.961 0.131
H 0.895 -0.698 0.800 0.120
H 1.702 -2.790 -0.984 0.121
O 2.882 0.374 -1.177 -0.079
H 2.657 0.895 -0.423 -0.040
H 2.623 -0.512 -0.865 -0.012
O -2.003 -0.885 2.074 -0.021
H -2.892 -0.809 1.816 0.037
H -1.568 -1.286 1.314 0.015
O 1.785 1.817 0.885 -0.085
H 1.286 2.565 0.470 0.061
H 1.157 1.445 1.541 -0.007
O 0.031 0.772 2.676 -0.050
H -0.741 0.197 2.537 0.000
H -0.145 1.231 3.487 0.056
```



C5H10O | wB97M-V/def2-TZVPD

Results
Max |F| in eV/A: 0.3
Energy in eV: -7391.9520
M in g/mol: 86.13
E_LUMO in eV: 1.097
SMILES: C=C[C@]1(C)CO1.[H][H]
Energy relative to the best compared isomer or geometry (same formula, charge and spin) in eV: 2.8133

```
16
Properties=species:S:1:pos:R:3:lowdin_charge:R:1
C 0.140 -2.045 0.013 0.008
C -0.562 -0.991 0.417 -0.123
C -0.550 0.352 -0.238 -0.502
C 0.580 0.691 -1.189 -0.024
C -1.309 1.441 0.395 -0.108
O -1.851 0.740 -0.706 -0.020
H 0.810 -1.999 -0.843 0.063
H 0.062 -3.004 0.518 0.059
H -1.236 -1.083 1.268 0.112
H 1.518 0.223 -0.877 0.059
H 0.742 1.772 -1.227 0.083
H 0.337 0.350 -2.199 0.093
H -1.024 2.472 0.186 0.115
H -1.814 1.283 1.349 0.114
H 2.294 0.197 1.629 0.048
H 1.865 -0.399 1.504 0.022
```